(1)
116
Properties=species:S:1:pos:R:3 method="wB97M-V/def2-TZVPD" e_above_lowest_kcal_mol=23.3 charge=-2 homo_ev=-1.094 multiplicity=1 orbital_gap_ha=0.1515
Rb -0.47758 -0.30166 0.55388
Br -7.65730 -0.09589 5.13096
Si 5.51974 -0.25776 0.32461
O -2.60731 -0.46136 -4.45774
O 1.49741 2.86497 -4.15229
O -2.60546 -1.05671 2.01345
O -0.66473 5.57789 -2.62282
N -1.20129 -5.61779 1.33034
N 0.73779 1.72202 2.75963
N -1.27737 0.37967 4.05331
N -1.79978 -10.50083 5.97720
N -0.82127 0.77574 -2.72713
N -0.90276 -3.60656 0.45919
N -0.89172 1.80213 -4.85092
N -1.24431 3.04745 -2.92178
C 2.55178 3.57395 -3.53779
C 2.12594 1.61895 6.18878
C -1.24075 -8.95038 2.90420
C -1.72018 -9.66266 5.19321
C 6.10175 1.32210 -0.56642
C -0.91786 4.87311 -1.43799
C -3.63855 -0.85221 2.68012
C 1.46145 4.39373 -6.02609
C -1.30114 -2.49878 -4.37392
C 1.71071 2.30534 2.11207
C -2.46914 0.47215 4.50338
C -1.73746 -6.31084 3.59100
C -3.65318 -0.10105 3.92631
C -1.04859 -4.27131 1.56242
C -0.86498 3.14569 -6.86121
C -1.85979 -7.29901 4.54081
C 0.77673 -2.49238 -3.17396
C -0.96761 -4.52795 -0.55719
C -0.57819 -0.48154 -3.22283
C 2.02858 1.88830 4.80432
C -0.89404 5.46392 -0.18778
C 1.10203 0.97402 6.82666
C -4.85868 0.09874 4.61770
C -1.10937 -7.96026 1.95732
C -1.14348 -5.77637 -0.04659
C -0.05034 0.57912 6.12929
C -0.28285 4.12843 -7.65441
C -1.14275 4.66669 0.92731
C -1.35005 -6.62388 2.28521
C 6.55099 -1.66336 -0.44492
C -0.96741 1.82547 -3.42813
C 0.86194 4.77137 -7.22569
C 3.05110 2.53595 4.07430
C -3.85305 -1.12408 -4.36740
C -1.61129 -8.63770 4.21650
C 2.49918 -0.56190 0.23327
C 0.87251 1.49134 4.08342
C -1.18655 3.50068 -1.56943
C 3.73487 -0.46602 0.25094
C -0.30625 2.77784 -5.64183
C -1.42470 2.67242 -0.47833
C -0.19848 0.82630 4.77229
C -1.39331 3.30816 0.77468
C 0.91713 3.38240 -5.25417
C -4.92917 -1.36346 2.26143
C -6.03884 -0.41379 4.15209
C -6.08261 -1.15692 2.96249
C 2.90027 2.73754 2.73332
C 6.16977 -0.13177 2.10882
C -0.67048 6.97776 -2.54078
C -1.50541 -1.17410 -4.02230
C -0.15900 -3.16577 -3.94878
C 0.57356 -1.16879 -2.82208
H 1.67036 -2.99874 -2.82912
H 5.63837 0.64709 2.66137
H 3.67695 3.20539 2.14236
H -0.74407 4.40305 -8.59529
H -4.61594 -0.35811 -4.23214
H -1.95608 -5.28479 3.85188
H -0.60525 7.35090 -3.56337
H -1.03795 -3.82575 2.54423
H -1.57821 2.72240 1.67295
H 3.42598 3.65319 -4.19352
H -0.01003 -4.20444 -4.22162
H 7.17473 1.50220 -0.45445
H 3.02232 1.90552 6.72803
H -2.03363 -3.00957 -4.98885
H -1.25401 -6.72979 -0.53000
H -0.68186 6.51903 -0.06431
H -0.79853 -8.22425 0.95721
H 7.24014 0.09258 2.13923
H 7.62282 -1.45491 -0.38542
H -1.54916 1.17083 -5.28090
H -1.20631 3.80410 -3.58466
H 5.87971 1.25506 -1.63490
H -1.59125 7.34728 -2.07642
H -4.94154 -1.93754 1.34192
H 3.94678 2.84960 4.60003
H 6.29351 -1.81236 -1.49689
H 2.37943 4.87443 -5.71511
H 1.55515 2.45127 1.04786
H -3.87046 -1.80516 -3.51439
H 2.22362 4.57347 -3.23728
H -4.07794 -1.69001 -5.27902
H 1.17579 0.75438 7.88628
H -1.04953 -9.98248 2.64288
H 0.18482 7.35670 -1.96889
H 6.00562 -1.07569 2.63504
H -0.87840 -4.22655 -1.58874
H -4.84147 0.65730 5.54748
H 5.56887 2.19401 -0.17820
H 1.29567 -0.64786 -2.20259
H -1.13233 5.12807 1.91369
H 2.81565 2.99788 -2.65443
H -2.15997 -7.04791 5.54910
H -1.78270 2.66273 -7.17665
H -2.65229 1.06206 5.41983
H -0.83266 0.03678 6.64642
H 1.30851 5.55820 -7.82083
H -7.02523 -1.55912 2.61217
H 6.36317 -2.60690 0.07451

***

(2)
114
Properties=species:S:1:pos:R:3 method="wB97M-V/def2-TZVPD" charge=+2 homo_ev="-11.380 / -10.895" multiplicity=3 s2=2.0128 orbital_gap_ha="0.2305 / 0.0501"
Sb -3.29126 0.68551 8.45488
Mo 1.35573 0.00572 -0.44885
P -0.86154 1.15206 -4.10725
P 0.50751 -1.71236 -2.38753
F 5.47148 -3.59919 0.64741
F 1.33749 -4.53609 2.40263
N 3.31255 1.79849 1.15033
N -1.39319 5.80115 -1.16654
N 0.07378 1.27257 -1.57248
N 3.20833 0.93663 -1.06943
N -0.16671 -0.83679 0.94533
N 2.27170 1.09964 1.35554
N -0.20740 3.92187 -0.05391
C 1.89180 1.30288 2.72321
C 3.68820 -1.99545 0.11008
C 2.36402 -1.03314 -5.99747
C 3.73071 1.78597 -0.25474
C 1.63945 -2.39837 1.29459
C 3.40577 -3.98334 1.42985
C -0.33560 -2.26268 2.85249
C -5.03037 2.00358 8.29753
C -1.92617 3.50516 -4.93663
C -4.08288 4.00806 -5.98673
C 4.61928 1.85564 -2.74012
C -2.16866 2.25175 -1.71635
C -4.05981 -0.82235 7.16021
C -2.82552 4.39680 -5.50351
C -3.47228 1.67983 -5.37966
C 0.84114 3.13145 -0.84266
C -2.02984 -0.54676 2.53180
C -0.87102 2.62361 0.37991
C 1.07440 2.93015 4.28885
C 2.22206 -2.35588 -6.57814
C 0.36413 -1.84138 1.70607
C -4.39150 2.65054 -5.83646
C 0.31388 1.86726 -0.27065
C 5.30123 2.66988 -1.85662
C 1.26401 1.93377 5.26986
C -1.66173 -0.48683 -3.90777
C 0.52560 -3.40855 -1.80309
C 1.39799 2.58291 3.00506
C -0.82439 4.88632 -0.70774
C 4.17940 -3.17410 0.71392
C 1.10112 -3.19514 -4.63766
C -4.01284 -0.05627 10.32945
C -1.51501 -1.61405 3.31231
C 1.94792 0.30942 3.64949
C 1.72488 0.63435 5.00558
C 0.48323 2.57750 -2.23476
C 1.95828 -5.29745 -1.22441
C 4.79635 2.59939 -0.58275
C 0.84224 -5.98933 -0.74361
C -1.29504 -1.30022 -2.67720
C -0.39642 -5.40131 -0.79096
C 2.11567 -3.65188 1.73044
C -0.55628 -4.12149 -1.39616
C -2.19765 2.43437 -0.39518
C -0.90199 1.97945 -2.39975
C 1.82010 -0.85468 -4.72428
C 3.62987 0.99332 -2.32796
C 1.83589 -4.02049 -1.72664
C 2.41571 -1.62532 0.42695
C -1.31255 -0.16500 1.41239
C 1.58170 -3.39174 -5.89766
C 1.17177 -1.94908 -4.08002
C -2.23003 2.17696 -4.87911
H -1.60034 -0.99355 -4.93446
H -2.51020 5.51448 -5.59874
H 0.56340 -4.05076 -4.24524
H 2.95541 -5.65655 -1.20204
H 1.78370 3.56788 -0.67144
H 4.47666 -1.49837 -0.47474
H -1.25058 -5.85292 -0.27761
H 1.58985 -0.12146 5.69986
H -4.83878 4.67424 -6.35199
H -4.64493 -0.41112 6.44349
H -2.99538 0.01189 2.73899
H 5.10486 3.35647 0.10906
H -1.70197 0.55718 0.70041
H -0.96027 3.90662 -4.55736
H -2.69749 -0.31944 -3.67290
H -1.53486 -3.67569 -1.56055
H 2.21998 -0.71944 3.32234
H -3.16115 -0.62855 10.72642
H -5.32230 2.27720 -6.23173
H -3.00852 2.17608 -2.37500
H 0.98679 -6.99286 -0.23961
H -1.73466 -0.70725 -1.83605
H 1.28957 3.30784 2.15292
H 0.64544 3.89835 4.49979
H 2.41433 -2.56804 -7.59370
H -5.08705 2.65216 9.14260
H 1.07931 2.63517 -3.10116
H 3.10852 0.27180 -2.92118
H 2.92923 -0.21182 -6.45646
H 0.96469 2.17296 6.30483
H 5.98837 3.46482 -2.06604
H 0.02338 -3.00249 3.47816
H -3.07830 2.60353 0.17926
H 3.83049 -4.97941 1.77059
H -3.32450 -1.34194 6.57370
H -1.08189 2.56886 1.49536
H -5.85122 1.33445 8.19494
H -4.65885 -1.52054 7.71799
H -4.99734 -0.57252 10.19857
H 1.62628 -4.36066 -6.33289
H 4.92134 1.89817 -3.82681
H -5.06607 2.54518 7.39815
H -3.73378 0.60577 -5.47770
H -1.86463 -2.23829 -2.79154
H 2.68893 -3.39576 -1.90108
H 1.83288 0.10760 -4.24799
H -1.87259 -1.92127 4.27415
H -4.21440 0.81480 11.08072